DFT (wB97M-V/def2-TZVPD) results for 2 unconnected molecules or ions with the total composition C21H29NO5S.

Bonds (Å) are listed after each position.
Geometry (Å):
1 C 3.8333 0.0128 1.1650  C2 1.526, H23 1.093, H24 1.092, H25 1.090
2 C 4.3172 0.9588 0.0698  C1 1.526, C3 1.541, H26 1.093, H27 1.092
3 C 4.0230 0.4415 -1.3520  C2 1.541, C4 1.528, H28 1.091, H29 1.094
4 C 3.2717 1.4572 -2.2115  C3 1.528, C5 1.538, H30 1.092, H31 1.093
5 C 1.8176 1.6561 -1.7525  C4 1.538, C6 1.528, H32 1.091, H33 1.095
6 C 0.8199 1.7010 -2.9084  C5 1.528, C7 1.539, H34 1.094, H35 1.088
7 C -0.6487 1.5096 -2.4896  C6 1.539, C8 1.504, H36 1.090, H37 1.095
8 C -0.9438 0.2836 -1.6694  C7 1.504, C9 1.344, C21 1.505
9 C -1.5072 0.2928 -0.4497  C8 1.344, C10 1.510, C17 1.505
10 C -1.9287 1.5091 0.3394  C9 1.510, C11 1.539, H38 1.094, H39 1.089
11 C -0.8397 2.5441 0.6718  C10 1.539, C12 1.526, H40 1.089, H41 1.085
12 C -1.4073 3.9602 0.6480  C11 1.526, S13 1.767, H42 1.093, H43 1.091
13 S -0.1874 5.2384 0.6844  C12 1.767, O14 1.428, O15 1.422, O16 1.601
14 O -0.8342 6.4937 0.4704  S13 1.428
15 O 0.6915 5.0110 1.7792  S13 1.422
16 O 0.6718 4.9205 -0.6284  S13 1.601, H44 0.967
17 C -1.7569 -1.0180 0.2455  C9 1.505, O18 1.213, C19 1.485
18 O -1.7894 -1.0828 1.4566  C17 1.213
19 C -1.9209 -2.2288 -0.5987  C17 1.485, C20 1.327, H45 1.082
20 C -1.3584 -2.2423 -1.8002  C19 1.327, C21 1.493, H46 1.082
21 C -0.6039 -1.0479 -2.2839  C8 1.505, C20 1.493, O22 1.214
22 O 0.2290 -1.1656 -3.1586  C21 1.214
23 H 2.7443 -0.0754 1.1529  C1 1.093
24 H 4.2418 -0.9889 1.0183  C1 1.092
25 H 4.1298 0.3583 2.1550  C1 1.090
26 H 3.8579 1.9398 0.2169  C2 1.093
27 H 5.3916 1.1110 0.1901  C2 1.092
28 H 4.9561 0.1721 -1.8490  C3 1.091
29 H 3.4281 -0.4740 -1.2818  C3 1.094
30 H 3.2979 1.1454 -3.2577  C4 1.092
31 H 3.8018 2.4108 -2.1473  C4 1.093
32 H 1.7443 2.5877 -1.1892  C5 1.091
33 H 1.5422 0.8565 -1.0565  C5 1.095
34 H 0.8897 2.6694 -3.4126  C6 1.094
35 H 1.0817 0.9426 -3.6427  C6 1.088
36 H -1.0106 2.3895 -1.9576  C7 1.090
37 H -1.2439 1.4369 -3.4062  C7 1.095
38 H -2.7636 1.9851 -0.1838  C10 1.094
39 H -2.3367 1.1382 1.2784  C10 1.089
40 H -0.4382 2.3452 1.6646  C11 1.089
41 H -0.0097 2.4769 -0.0242  C11 1.085
42 H -1.9936 4.1379 -0.2567  C12 1.093
43 H -2.0494 4.1510 1.5091  C12 1.091
44 H 0.2728 5.3969 -1.3700  O16 0.967
45 H -2.4707 -3.0639 -0.1851  C19 1.082
46 H -1.3919 -3.1014 -2.4579  C20 1.082
47 C -3.4014 -4.8457 3.5653  C48 1.386, C52 1.385, H53 1.083
48 C -2.6278 -4.3368 2.5346  C47 1.386, C49 1.388, H54 1.082
49 C -1.8207 -5.2172 1.8269  C48 1.388, N50 1.331, H55 1.085
50 N -1.7422 -6.5212 2.0814  C49 1.331, C51 1.331
51 C -2.4879 -6.9922 3.0776  N50 1.331, C52 1.388, H56 1.084
52 C -3.3300 -6.2004 3.8453  C47 1.385, C51 1.388, H57 1.082
53 H -4.0466 -4.1962 4.1431  C47 1.083
54 H -2.6397 -3.2880 2.2690  C48 1.082
55 H -1.2016 -4.8589 1.0104  C49 1.085
56 H -2.4078 -8.0564 3.2701  C51 1.084
57 H -3.9143 -6.6397 4.6423  C52 1.082

Total charge = 0
Structure (SMILES) = CCCCCCCC1=C(CCCS(=O)(=O)O)C(=O)C=CC1=O.c1ccncc1
HOMO = -9.752 eV

DFT (wB97M-V/def2-TZVPD) results for a gas-phase ion, C6H17N2 (charge +1) in a non-equilibrium geometry.

Bonds (Å) are listed after each position.
Geometry (Å):
1 C 0.5062 -1.4637 1.9177  C2 1.526, H9 1.079, H10 1.048, H11 1.089
2 C -0.7485 -1.0605 1.1483  C1 1.526, C3 1.502, N4 1.506, H12 1.063
3 C -1.3019 -2.1218 0.2408  C2 1.502, H13 1.097, H14 1.089, H15 1.063
4 N -0.5653 0.2201 0.3764  C2 1.506, C5 1.465, C6 1.437
5 C -1.0104 1.4528 1.0322  N4 1.465, H16 1.073, H17 1.093, H18 1.093
6 C 0.7116 0.3690 -0.2653  N4 1.437, C7 1.526, H19 1.093, H20 1.098
7 C 0.5993 1.4034 -1.3818  C6 1.526, N8 1.521, H21 1.089, H22 1.085
8 N 1.4048 1.0235 -2.6153  C7 1.521, H23 1.024, H24 1.020, H25 1.017
9 H 0.8216 -0.6709 2.5786  C1 1.079
10 H 0.2798 -2.3146 2.4859  C1 1.048
11 H 1.3218 -1.7411 1.2515  C1 1.089
12 H -1.4685 -0.7407 1.8620  C2 1.063
13 H -0.5393 -2.5376 -0.4297  C3 1.097
14 H -2.0917 -1.7280 -0.3978  C3 1.089
15 H -1.7026 -2.9574 0.7623  C3 1.063
16 H -1.4794 1.2119 1.9663  C5 1.073
17 H -0.2293 2.1752 1.2825  C5 1.093
18 H -1.8101 1.9131 0.4471  C5 1.093
19 H 0.8980 -0.5708 -0.7904  C6 1.093
20 H 1.5792 0.5729 0.3759  C6 1.098
21 H -0.4234 1.4672 -1.7499  C7 1.089
22 H 0.8356 2.4423 -1.1790  C7 1.085
23 H 2.3757 1.3415 -2.5456  N8 1.024
24 H 1.5353 0.0130 -2.6532  N8 1.020
25 H 0.9789 1.3892 -3.4638  N8 1.017

Total charge = +1
Structure (SMILES) = CC(C)N(C)CC[NH3+]
HOMO = -11.968 eV